Entry from the OMol25 dataset: a cluster of 2 separate species, CHCl2N2O2 in total at a distorted geometry (the ωB97M-V functional and the def2-TZVPD basis).

Geometry (Å):
C 0.294 -0.848 -2.109
N -0.556 -1.676 -1.442
N -0.226 -2.954 -1.315
O 0.844 -3.224 -1.888
O -0.913 -3.683 -0.654
Cl -0.345 0.537 -2.735
Cl 1.996 -0.668 -1.511
H -1.054 1.816 -1.629

Forces on the atoms, in the same order (eV/Å):
C 0.452 -2.042 0.913
N -1.496 1.648 0.056
N 2.393 2.906 -1.484
O 0.285 -2.318 0.080
O -0.829 -1.340 0.708
Cl -0.169 0.509 -0.245
Cl -0.448 0.267 -0.197
H -0.187 0.370 0.169

Results
* total charge: -1
* LUMO level (spin up / spin down): 3.14 / 3.55 eV
* HOMO-LUMO gap (spin up / spin down): 6.4 / 7.7 eV

Entry from the OMol25 dataset: a cluster of 2 separate species, C40H47N3O4 in total at a distorted geometry (the ωB97M-V functional and the def2-TZVPD basis).

Geometry (Å):
C 3.797 -1.896 1.266
C 4.203 -1.343 2.614
C 5.478 -1.990 3.155
O 4.489 0.088 2.559
C 3.420 0.935 2.517
O 3.606 2.144 2.550
C 2.089 0.299 2.522
C 0.998 0.954 2.030
C -0.317 0.349 1.983
C -0.539 -1.041 1.792
C -1.823 -1.563 1.734
C -2.942 -0.723 2.005
N -4.189 -1.251 2.135
C -4.509 -2.581 1.672
C -3.371 -3.554 1.903
C -2.037 -3.001 1.414
C -5.355 -0.405 2.275
C -5.066 0.818 3.128
C -3.861 1.574 2.591
C -2.729 0.666 2.245
C -1.447 1.173 2.149
C 2.014 -0.838 3.468
O 1.065 -1.072 4.192
O 3.170 -1.569 3.606
H 2.905 -1.405 0.862
H 4.631 -1.752 0.570
H 3.607 -2.973 1.366
H 5.733 -1.531 4.118
H 5.338 -3.065 3.300
H 6.299 -1.825 2.454
H 1.162 1.970 1.671
H 0.312 -1.721 1.678
H -5.399 -2.895 2.228
H -4.781 -2.539 0.600
H -3.290 -3.780 2.971
H -3.604 -4.485 1.384
H -1.971 -3.138 0.325
H -1.220 -3.586 1.845
H -5.722 -0.099 1.276
H -6.135 -1.016 2.746
H -5.941 1.473 3.139
H -4.859 0.512 4.160
H -4.153 2.138 1.694
H -3.529 2.324 3.320
H -1.287 2.246 2.259
C 0.204 -0.738 7.894
C 0.508 0.464 7.059
C 1.825 0.902 6.938
C 2.162 2.002 6.153
C 3.621 2.301 5.992
C 1.130 2.712 5.506
N 1.454 3.862 4.745
C 1.038 4.159 3.494
N 1.727 5.227 3.058
C 1.823 5.648 1.715
C 0.692 5.578 0.878
C -0.605 5.053 1.389
C 0.795 5.987 -0.458
C 2.003 6.464 -0.980
C 2.142 6.914 -2.402
C 3.110 6.504 -0.133
C 3.068 6.043 1.182
C 4.376 5.893 1.892
C 2.379 5.921 4.183
C 2.147 5.006 5.348
C -0.212 2.303 5.630
C -1.322 3.088 5.005
C -0.500 1.175 6.402
H -0.875 -0.868 8.010
H 0.618 -1.643 7.431
H 0.658 -0.634 8.888
H 2.619 0.367 7.462
H 3.841 3.219 5.446
H 4.082 2.367 6.989
H 4.127 1.491 5.448
H -1.286 4.926 0.537
H -0.450 4.079 1.889
H -1.086 5.731 2.115
H -0.088 5.905 -1.094
H 3.191 7.163 -2.591
H 1.845 6.134 -3.110
H 1.542 7.805 -2.614
H 4.059 6.860 -0.540
H 5.179 5.899 1.140
H 4.593 6.740 2.556
H 4.461 4.945 2.433
H 3.439 6.071 3.994
H 1.916 6.893 4.363
H 1.505 5.491 6.097
H 3.070 4.710 5.845
H -2.294 2.654 5.274
H -1.321 4.141 5.321
H -1.255 3.072 3.911
H -1.538 0.857 6.504

Forces on the atoms, in the same order (eV/Å):
C 0.085 -0.091 -0.226
C -0.019 0.393 0.715
C -0.270 0.311 0.128
O -0.416 -0.537 0.012
C 0.360 1.832 0.103
O -0.033 -1.716 -0.356
C -0.228 0.365 0.244
C 0.744 -0.801 0.459
C -0.775 -0.208 -0.247
C -0.221 0.748 0.016
C 0.096 0.876 0.302
C 1.020 0.659 0.384
N -0.675 -0.235 0.227
C 0.042 0.009 -0.206
C 0.094 -0.080 0.204
C 0.052 -0.590 -0.397
C -0.033 0.253 -0.053
C 0.071 0.037 0.117
C -0.362 0.571 -0.231
C 0.481 -0.766 -0.243
C 0.509 -0.269 -0.141
C -1.122 -0.482 0.809
O 1.408 -0.052 -0.818
O 0.130 0.317 -0.507
H 0.201 -0.110 0.100
H -0.195 -0.021 0.050
H 0.017 0.281 -0.017
H -0.085 -0.119 -0.254
H -0.089 0.160 -0.071
H -0.120 0.005 0.057
H -0.154 -0.139 0.003
H -0.321 0.253 -0.091
H 0.118 -0.109 -0.202
H 0.035 -0.139 0.137
H -0.109 0.068 -0.058
H 0.046 -0.053 0.090
H -0.006 0.024 0.092
H -0.031 -0.034 -0.070
H -0.006 -0.014 0.210
H 0.025 0.160 -0.132
H 0.026 -0.105 0.072
H -0.102 -0.076 -0.119
H -0.038 -0.040 0.084
H -0.053 -0.170 -0.161
H -0.073 -0.363 -0.073
C -0.028 -0.238 0.171
C 0.054 0.432 -0.178
C -0.364 0.128 -0.085
C -0.628 -0.129 -0.309
C 0.590 0.055 0.031
C -0.239 -0.470 0.230
N -0.158 1.383 -0.499
C 0.851 -2.072 -0.479
N -0.358 0.060 1.338
C 0.097 0.010 -0.729
C 0.444 0.439 -0.238
C -0.798 -0.428 -0.233
C 0.442 -0.159 0.349
C -0.164 0.016 0.582
C 0.137 0.114 -0.231
C -0.351 -0.133 -0.292
C -0.632 -0.057 -0.141
C 0.774 0.232 -0.140
C 0.648 0.694 -0.487
C -0.031 -0.137 1.004
C 0.419 -0.117 0.401
C -0.543 0.076 -0.270
C 0.364 0.028 -0.063
H 0.143 -0.062 0.037
H -0.121 0.142 0.070
H -0.149 -0.094 -0.153
H -0.149 0.057 -0.156
H 0.001 -0.400 0.011
H 0.017 0.024 -0.286
H -0.164 0.141 0.156
H 0.007 0.081 0.240
H -0.217 0.689 -0.317
H 0.226 -0.229 -0.125
H 0.197 0.052 0.101
H -0.186 -0.002 -0.137
H 0.007 0.088 0.098
H 0.033 -0.116 0.037
H -0.157 -0.183 0.134
H -0.241 -0.054 0.230
H -0.038 -0.256 0.021
H -0.143 0.152 0.050
H -0.133 0.076 0.114
H 0.031 0.086 -0.227
H 0.072 -0.239 -0.036
H -0.171 0.217 0.031
H 0.218 0.088 0.079
H 0.086 -0.224 -0.079
H 0.056 0.193 0.468
H 0.224 0.045 -0.033

Results
* LUMO level: -0.04 eV
* HOMO-LUMO gap: 7.2 eV

These records have DFT total energy values of -33167.4372, -54903.2878 eV, in the order they appear.